Record 1
# C35H43INbO3

A structure of composition C35H43INbO3 at a distorted geometry (wB97M-V/def2-TZVPD, OMol25).

## Properties
molar mass = 731.536 g mol⁻¹
largest force on an atom = 3.7 eV Å⁻¹
total charge = -1
spin multiplicity = 1
total energy = -52782.0406 eV

Each line ends with the Mulliken charge.
Geometry (Å):
C -2.7076 -2.8772 -4.2538  -0.14
C 3.5736 -2.2025 2.7299  -0.60
H -3.6142 0.4078 6.2841  0.10
C 7.9121 0.0446 0.7569  -0.40
H 1.7298 1.3104 -7.0942  0.36
C 4.2709 -1.2348 2.0130  -0.03
C -2.2326 1.4668 -4.0771  -0.45
H -9.3098 2.0067 8.2030  0.35
O 3.7537 0.4516 -4.4185  -0.52
C 1.8289 0.8748 -6.0423  -1.03
I 0.8957 0.7445 -2.3961  -0.02
H 6.7842 -0.3598 -2.4172  0.44
H -6.3179 -0.1637 10.3773  0.35
C -1.6930 0.6071 3.4950  -0.60
H 1.7020 -3.2309 2.9766  0.41
H -7.5707 2.8595 6.6612  0.35
H -1.5718 1.2059 2.5986  0.41
Nb -0.1411 1.2426 -4.9724  -0.48
H 4.4220 0.9483 -3.9073  0.25
C -2.0110 -0.9354 5.7880  -0.49
H 1.9695 -0.2626 -6.1458  0.31
H 2.2369 3.5508 -5.1618  0.22
C 7.3899 0.0065 -1.5954  -0.54
H 3.9315 1.5657 -6.1609  0.22
O -3.6605 2.8341 -5.6212  -0.57
H 0.5745 -1.9840 1.1575  0.55
H -2.1719 1.4983 -2.9451  0.41
H -0.9312 1.3934 -6.6153  0.02
H -1.4201 -4.5841 -4.0341  0.36
H -5.5824 -2.8209 -6.0549  0.35
H 0.1005 3.0559 -4.8673  -0.06
C 3.1479 1.4303 -5.3244  0.54
C -2.8595 2.8095 -4.6640  0.54
C 7.1412 -0.4313 -0.2987  -0.25
C -1.0166 -1.2531 4.8685  -0.40
H -0.0779 -0.7251 3.0080  0.26
H -2.8320 -6.0533 -5.4411  0.34
H 5.3062 -1.0207 2.2562  0.26
H 8.6137 1.2515 -2.8495  0.36
C 8.4167 0.9137 -1.8379  -0.40
H 2.8760 2.8428 -3.5141  0.19
C -3.1265 -5.0237 -5.2657  -0.32
H 4.0191 3.4016 -4.8136  0.35
H -4.9211 -5.1759 -6.4396  0.34
H -2.1374 -1.5395 6.6804  0.35
H -0.3666 -2.1037 5.0440  0.35
C 8.9354 0.9560 0.5152  -0.45
C 2.2452 -2.4744 2.4194  -0.13
C -5.6141 0.9840 8.7016  -0.36
C -4.2985 -4.5303 -5.8294  -0.33
H 1.8200 -0.2708 -0.1270  -0.12
C -7.2963 2.1978 7.4755  -0.47
C -4.6712 -3.2075 -5.6114  -0.49
H 9.5349 1.3292 1.3383  0.35
C -2.6849 0.9272 4.4162  -0.34
H 4.1852 0.2070 0.4199  0.49
H -2.9484 0.6366 -4.4037  -0.05
H -2.0899 -2.2342 -3.6368  0.41
C -2.3323 -4.1982 -4.4763  -0.47
C -5.9672 1.8292 7.6549  -0.26
C 9.1900 1.3868 -0.7827  -0.35
C -7.9221 0.8649 9.3824  -0.35
C -3.8749 -2.3813 -4.8250  -0.36
H 4.0660 -2.7445 3.5304  0.36
C 2.3111 -0.8126 0.6753  0.25
C -6.5924 0.4992 9.5639  -0.38
O -2.5152 4.0441 -4.0229  -0.47
H -8.6851 0.4855 10.0539  0.35
C 3.6402 -0.5434 0.9833  -0.64
H 9.9916 2.0930 -0.9722  0.35
H -5.2054 2.2018 6.9784  0.39
C -8.2739 1.7175 8.3411  -0.31
H -4.5766 0.7020 8.8450  0.38
H 6.3451 -1.1437 -0.1106  0.54
C 1.6123 -1.7764 1.3953  -0.89
C 3.0002 2.8831 -4.6528  -1.04
H -4.1648 -1.3497 -4.6569  0.29
C -0.8555 -0.4798 3.7231  -0.06
H -1.6905 4.3681 -4.4579  0.30
C -2.8425 0.1571 5.5644  0.00
H -0.4630 -0.5690 -5.1101  0.13
H -3.3357 1.7769 4.2396  0.35
H 7.7157 -0.2944 1.7685  0.32

Cartesian forces, eV/Å:
0.0 0.0 0.0
0.0 0.0 0.0
0.0 0.0 0.0
0.0 0.0 -0.1
0.4 -0.5 1.3
-0.1 0.0 0.0
-2.2 1.3 -0.6
0.1 0.0 0.0
-0.4 1.1 -0.3
0.5 -0.7 0.0
-0.3 0.1 -0.5
0.0 0.0 0.1
0.0 0.0 -0.1
0.0 0.0 0.1
0.0 0.0 0.0
0.0 -0.1 0.1
0.0 -0.1 0.1
1.6 -0.9 1.3
-0.5 -0.4 -0.3
0.0 0.0 0.0
-0.2 1.6 0.0
0.8 -1.1 0.8
0.1 0.0 0.0
-1.1 -0.1 1.0
2.4 0.0 2.8
0.1 0.0 0.0
0.0 0.2 -1.4
0.2 -0.2 0.6
-0.1 0.0 0.0
0.1 0.0 0.0
-0.5 0.7 -0.4
0.4 0.8 -1.3
-1.5 -1.0 -1.3
0.0 0.0 0.0
-0.1 0.1 0.0
-0.1 0.1 0.1
0.0 0.1 0.0
-0.1 0.0 0.0
0.0 0.0 0.1
0.0 0.0 0.1
-0.3 0.0 -1.7
0.0 0.1 0.0
-1.4 -0.6 0.3
0.0 0.0 0.0
0.0 0.0 -0.1
0.0 0.1 0.0
0.0 0.0 -0.1
0.0 0.0 0.0
-0.1 0.0 0.0
0.0 0.1 0.0
0.1 -0.2 0.2
0.0 0.0 0.1
0.1 -0.1 0.0
0.0 0.0 -0.1
0.1 -0.1 0.0
-0.1 0.0 0.0
1.0 1.1 0.4
0.0 0.0 -0.1
-0.1 0.0 0.0
0.0 0.0 0.0
0.0 0.0 0.0
0.0 0.0 0.0
0.0 -0.1 0.0
0.0 0.0 0.0
0.0 0.0 0.1
0.0 0.1 -0.1
0.5 -1.1 -1.0
0.1 0.0 0.0
0.0 -0.1 0.1
-0.1 0.0 0.0
-0.1 0.0 0.1
0.1 0.0 0.0
-0.1 0.0 0.0
0.1 0.1 0.0
0.2 0.0 0.0
1.6 0.1 0.0
0.0 -0.1 0.0
0.0 0.0 0.0
-0.7 -0.5 0.5
0.1 0.0 -0.1
-0.5 0.1 -0.4
0.0 -0.1 0.0
0.0 0.0 -0.1

---

Record 2
# C24H70N8O9

A cluster of 9 separate species, C24H70N8O9 in total at a distorted geometry (wB97M-V/def2-TZVPD, OMol25).

## Properties
molar mass = 614.871 g mol⁻¹
largest force on an atom = 6.4 eV Å⁻¹
SMILES = COC[C@H](C)N.COC[C@H](C)N.COC[C@H](C)N.COC[C@H](C)N.NC(N)=O.NC(N)=O.CCO.CCO.CCO
relative energy (zero: lowest compared OMol25 entry of this formula, charge and spin) = 54.1 kcal per mole
spin multiplicity = 1

Each line ends with the Mulliken charge.
Geometry (Å):
H 0.8459 0.8061 5.2477  0.30
O -1.5570 -2.2047 1.9978  -0.12
H -0.7152 -1.5790 -7.3792  0.29
H -4.2580 0.6022 4.5895  0.32
O -4.8056 0.5974 3.8010  -0.60
H -4.0227 -5.0175 0.6814  0.41
O 3.6170 -0.8827 -1.3956  -0.62
H -1.4237 -3.9977 3.1244  0.35
N 1.9644 -3.7908 0.3327  -0.08
H 2.2068 1.1109 6.3887  0.41
H -1.5337 2.3684 -5.0180  0.45
H 0.9754 0.2406 6.9986  0.41
O 1.3765 -4.3263 -1.7420  -0.69
O -1.8281 -3.0808 -6.5254  -0.53
N 0.8944 3.7310 -5.3173  -0.76
C 3.1074 0.6085 -3.1770  -0.39
C -2.8971 1.4647 -3.0861  -0.80
H 0.0045 5.2305 3.6398  0.24
H -0.7976 -5.5836 0.4464  0.20
H 0.4343 -1.4993 2.2756  0.41
C -1.1948 2.8038 -4.0779  -1.24
C 2.3385 -0.8350 5.6486  0.58
C -4.2737 -0.3685 2.8985  0.51
H -3.6176 2.1625 -3.5129  0.43
H -3.8892 -3.1959 0.7010  0.16
H 1.8924 3.6406 -5.1912  0.35
H 0.6255 3.3787 -1.9832  -0.13
H 2.9833 -1.6741 2.1380  0.13
H -3.2078 -0.3831 3.1261  -0.33
H -2.4263 -1.3369 -7.5850  0.40
C -3.5709 -4.1398 1.1436  -1.15
H 1.0128 3.5995 1.0697  0.19
H -0.0876 4.2863 -0.0436  0.19
H 3.8216 -1.7772 6.6053  0.27
C 0.5844 5.5506 1.7050  0.66
H -1.2251 -1.2420 0.4143  -0.17
C -2.0542 -4.2992 0.9829  0.79
H -1.5524 2.5285 0.1633  0.25
C 0.8687 3.9013 -2.9083  -1.18
H 0.3091 4.8102 -2.6872  0.47
H 0.8475 2.0567 -3.8842  -0.46
H 2.3299 6.9170 1.5237  0.34
C 3.1182 -0.5938 2.0848  -0.41
H 3.6701 1.4397 -2.7519  0.39
H 2.8903 -5.5067 0.6506  0.15
N -1.0385 -0.7026 -0.4189  0.39
H 2.7032 -0.8392 -1.1049  0.39
O -1.6144 1.9864 -2.9414  0.24
O 1.1402 -1.2048 -0.4717  -0.39
C -0.5854 -1.3744 2.6396  -1.04
C 0.1237 4.2284 1.0242  -0.39
H -4.0215 1.0329 1.2016  0.16
C 1.4694 0.3886 6.0383  -1.41
N -1.6688 -5.6560 0.9524  -0.82
H -2.2110 2.0068 1.7103  0.00
C -4.5178 0.0993 1.4665  -0.78
H -0.1331 6.3257 1.4359  0.15
C 1.9470 -4.5939 -0.6894  0.61
H -0.2612 -3.7110 1.7468  -0.16
H 0.8151 -0.4215 -2.8284  0.12
C -1.6779 -0.9195 -5.5580  -0.51
H -2.3958 -3.5322 -7.1544  0.30
H 0.6138 4.6957 -5.2134  0.33
C -1.2776 -3.5935 2.1227  -0.40
C -1.6766 -1.6925 -6.8782  -0.63
H 4.4773 -1.0316 -3.2677  0.43
C 3.5254 -0.8246 -2.7788  -0.48
H 2.6043 -0.0598 1.2855  -0.07
O 2.7214 -0.0324 3.3035  -0.24
H -0.8449 -0.3784 2.2808  -0.14
H -2.6609 -0.9520 -5.0883  0.26
H -0.8930 0.0064 -2.5317  -0.50
O -0.9686 3.5855 1.7657  -0.52
H -5.5734 0.2355 1.2314  0.48
N 2.5389 -5.6857 -0.2792  -0.35
H -2.1654 -6.2540 0.3075  0.32
C 0.0913 -0.7776 -0.9929  0.30
H 2.9044 -1.6416 -3.1462  0.28
H 1.6843 6.4079 -0.0081  0.34
H 2.2055 0.8669 -2.6220  -0.39
C 1.8190 6.0925 1.0265  -1.47
C -1.2999 2.3258 1.2041  0.11
H 3.6542 -1.6801 4.1989  0.38
H 2.5588 5.3213 0.8119  0.35
C 3.2836 -0.6848 4.4442  -0.82
H -0.4970 1.6078 1.3713  -0.05
N 0.8422 5.4854 3.1366  -0.72
H 1.6638 -2.8491 0.1254  -0.09
H -1.8939 -3.8273 0.0135  0.15
H 2.4046 -6.5397 -0.8015  0.26
H 2.9823 0.8698 -4.2278  0.42
N -0.0083 -0.3874 -2.2445  0.33
H -3.8446 -4.0071 2.1902  0.20
H 2.5782 -4.0604 1.0881  0.17
H 4.2595 -0.2566 4.6729  0.35
H -4.7982 -1.2671 3.2232  0.31
H -3.3352 1.1055 -2.1550  0.16
H -0.8919 -1.3127 -4.9132  0.19
H -4.2209 -0.6783 0.7627  0.04
C 0.3926 3.0270 -4.0832  1.41
N 3.0854 -1.1513 6.8990  -0.79
H -2.9157 0.6361 -3.7940  0.08
H 4.1832 -0.4003 1.9564  0.44
H -1.7345 3.7293 -3.8772  0.37
H 1.0972 6.3880 3.5113  0.27
H -1.3413 0.0814 -5.8279  0.22
H 1.9520 3.9652 -2.8058  0.44
H -1.8963 -0.5824 -0.9385  0.14
H 1.6711 -1.6808 5.4830  0.12
H -0.5255 -1.4428 3.7258  0.48
H 3.6152 -0.3357 7.1716  0.32

Cartesian forces, eV/Å:
0.0 -0.1 0.2
0.3 0.1 1.0
0.2 0.1 0.0
-0.1 0.0 0.0
-0.4 1.0 0.2
-0.5 0.3 0.1
1.1 -0.1 0.2
-0.2 0.0 -0.1
-0.5 3.5 2.4
0.1 0.7 -0.6
0.1 -0.1 -0.1
-0.6 -0.6 -0.4
0.2 -0.7 -0.3
-0.3 0.3 -0.3
-1.0 -2.0 0.5
-0.8 0.5 0.5
-0.9 -0.3 -0.8
-0.2 -0.3 0.0
0.9 -0.6 0.3
0.1 -0.6 -0.3
0.9 0.2 1.0
-0.7 0.8 1.1
-0.1 1.0 0.5
0.0 0.5 0.1
-0.2 -0.2 -0.4
0.2 0.5 -0.4
-0.1 -0.5 0.3
-0.3 -0.1 -0.6
0.1 -0.7 -0.4
-0.3 -0.1 0.2
0.4 0.3 0.5
0.1 -0.6 0.2
-0.5 0.6 0.0
0.2 -0.6 0.3
-0.6 1.0 -1.0
0.3 -0.1 0.3
-2.4 1.5 0.8
0.2 -0.7 -0.4
-1.0 -1.4 1.8
0.3 0.5 -0.9
0.1 -0.1 -0.8
-0.3 -0.1 0.3
0.9 0.5 0.2
1.2 -0.5 0.0
0.3 -2.2 -0.5
-5.2 -0.2 3.8
-0.6 -0.3 0.7
1.1 0.2 -0.3
-0.3 0.5 0.2
0.0 0.6 -0.7
0.3 -0.6 2.1
0.2 -0.1 0.3
1.4 0.0 0.1
1.6 -1.4 -0.3
0.1 -0.2 0.1
-0.4 -0.7 -0.2
-0.8 0.0 0.4
-1.8 0.7 -2.1
0.6 -0.2 0.8
-0.5 0.1 -0.1
0.6 0.0 -1.2
0.1 0.1 -0.1
0.3 0.2 -0.1
0.4 0.2 -2.6
0.3 -0.7 0.8
0.4 0.0 0.4
0.8 1.0 -1.0
-0.2 -0.5 0.0
-0.7 -0.2 1.5
-0.1 0.2 0.7
0.2 0.1 0.0
0.7 0.2 -0.5
1.2 1.2 -0.6
-0.2 0.1 0.4
1.4 -3.3 -0.8
-0.9 0.2 0.1
3.3 -1.1 -1.4
-0.7 0.2 -0.2
-0.8 0.4 0.0
-0.7 -0.3 -0.3
1.3 -0.7 -1.4
-0.3 1.1 0.3
-0.5 -0.6 -0.4
0.3 -0.3 0.8
0.2 0.1 -0.5
0.1 -0.1 -0.4
-0.4 -0.8 0.1
0.3 0.5 0.5
0.8 0.5 0.0
0.5 0.0 0.6
-0.1 -0.5 -0.2
0.9 0.4 -2.3
-0.2 -0.6 0.1
-0.4 1.3 0.1
-0.1 1.0 0.6
0.4 -0.7 -0.9
0.4 0.2 0.3
-0.3 -0.3 0.1
0.4 -0.1 0.0
-1.1 1.6 0.7
0.1 -0.4 -1.1
0.2 -0.3 0.0
0.3 -0.1 -0.3
0.2 0.5 -0.6
0.2 0.2 -0.3
-0.4 0.4 0.3
0.0 0.5 -0.6
0.4 0.2 -0.2
0.0 -0.1 -0.2
-0.5 -0.1 0.1
-0.1 0.5 0.1

---

Record 3
# C6H10O2

An isolated molecule of C6H10O2 at a distorted geometry (wB97M-V/def2-TZVPD, OMol25).

## Properties
molar mass = 114.144 g mol⁻¹
largest force on an atom = 1.5 eV Å⁻¹
SMILES = C=CCCCC(=O)O
relative energy (zero: lowest compared OMol25 entry of this formula, charge and spin) = 14.7 kcal per mole
spin multiplicity = 1

Each line ends with the Mulliken charge.
Geometry (Å):
C -0.3969 0.8211 0.5921  -0.62
H 1.6872 0.6977 1.3282  0.34
H 2.6254 1.5581 -1.9993  0.26
H -2.5305 -2.9299 -0.5307  0.35
H 1.2776 -0.4647 -1.4921  0.30
C 1.0050 0.1562 0.6757  -0.74
H 0.9346 -0.8670 1.0568  0.36
H -1.6209 -0.7254 1.6516  0.35
C -1.6741 -1.1770 -0.3874  0.54
C 1.6438 0.1804 -0.7024  -0.13
H -0.4538 1.3578 -0.3368  0.39
H -2.4833 0.3818 0.7099  0.32
C 2.5121 1.1414 -1.0001  -0.73
H 2.9240 1.8394 -0.2760  0.26
O -2.1483 -2.3343 0.1232  -0.46
O -1.3667 -1.0228 -1.5341  -0.54
H -0.4075 1.5468 1.3960  0.34
C -1.5277 -0.1597 0.7254  -0.60

Cartesian forces, eV/Å:
1.2 -0.6 0.7
-0.2 0.1 0.2
0.5 -0.9 -0.2
0.3 0.1 -0.5
-0.3 0.1 0.1
0.5 -0.7 -0.8
-0.1 0.0 0.1
0.6 0.2 0.2
0.7 0.0 0.3
0.2 0.6 0.4
-0.2 0.3 -0.4
0.0 0.1 -0.1
-0.4 1.1 -0.5
-0.2 -0.3 0.4
-0.6 0.0 0.5
-0.2 0.0 -0.3
-0.5 0.2 0.2
-1.4 -0.2 -0.1